Entry 1:
ORCA calculation (wB97M-V/def2-TZVPD) on a molecular structure, C22H35N2O6SSr at a distorted geometry.

Properties
Spin multiplicity = 1
ΔE to the lowest compared entry with this formula, charge and spin = 182.0 kJ/mol
Net charge = +1
M = 543.22 g/mol
F_max = 0.07773 Eh/bohr
LUMO = -0.0790 hartree

Cartesian coordinates (Å):
H1 -3.1100 -1.1888 -2.8912
H2 4.6366 -0.0245 -0.0111
N1 -3.1473 -1.9883 -0.9683
C1 -0.3130 -0.4266 3.9549
H3 -1.7677 -3.2697 -2.9814
N2 -1.9670 -1.3895 0.8578
H4 3.9042 2.3556 0.0729
H5 -0.0012 2.9429 -3.7198
H6 3.2575 -1.8067 -2.5425
H7 -0.8298 3.7965 -0.5543
H8 0.5396 0.0930 3.5384
H9 0.1303 1.2144 -3.3338
H10 4.2776 -0.6843 1.5998
C2 2.6219 -0.9444 -2.3240
C3 -5.1324 -1.5426 0.4508
H11 -4.5524 -2.1214 -2.4713
C4 3.0198 -1.4754 0.0311
C5 -2.5118 -1.7652 4.9786
H12 -5.6746 -1.0860 -0.3786
C6 3.8338 -0.3463 0.6594
H13 4.3342 1.9960 1.7598
H14 3.5591 0.3806 -3.7337
H15 -0.0083 4.4643 -1.9803
H16 0.2885 -0.1607 5.9959
H17 2.2684 1.9901 -4.2190
H18 -3.6016 -3.0205 0.7812
C7 0.0554 3.7156 -1.1882
O1 2.6541 1.5023 -2.2230
H19 -4.6496 -3.3666 -0.6003
C8 -2.3691 -1.6233 3.6085
O2 1.2891 2.9350 0.6705
O3 -0.1097 -0.0599 1.2172
H20 -4.6084 -0.7609 1.0000
O4 0.0426 2.3944 -1.7169
C9 -4.1321 -2.5765 -0.0556
H21 2.3270 3.3302 -3.0762
C10 -0.4549 -0.5707 5.3243
C11 1.9925 2.2979 -3.2084
H22 4.3384 0.3625 -2.1515
C12 3.3716 0.3455 -2.6582
H23 2.1997 3.9067 -0.9257
C13 1.2863 3.9514 -0.3233
C14 -1.5555 -1.2426 5.8385
C15 -2.0404 -1.3924 -0.4863
C16 2.4127 2.9292 1.5480
H24 1.2216 4.9409 0.1392
C17 -2.8533 -3.3227 -3.0377
H25 2.7982 3.9387 1.7047
H26 -5.8558 -2.0163 1.1154
H27 -3.1905 -4.2304 -2.5349
H28 1.7176 -1.0088 -2.9346
H29 -3.3717 -2.2852 5.3801
C18 3.5126 2.0087 1.0377
C19 -3.4657 -2.0843 -2.3884
H30 2.0501 2.5358 2.4986
H31 -1.6671 -1.3595 6.9086
H32 -3.1494 -3.3797 -4.0857
C20 0.4758 2.2135 -3.0593
H33 -3.1086 -2.0212 2.9281
C21 -1.0791 -0.7814 1.6153
C22 -1.2653 -0.9552 3.0845
O5 2.1592 -0.9791 -0.9830
O6 2.9273 0.7240 0.8898
Sr1 0.9089 0.8972 -0.2723
H34 3.6770 -2.2618 -0.3453
S1 -0.8985 -0.7515 -1.6132
H35 2.3524 -1.8916 0.7878

Forces on atoms 1 to 3 (eV/Å):
-0.036 0.056 0.015
-0.012 0.094 0.043
0.180 0.068 0.248

Here are the natural (NBO) charges for atoms 1 to 8, given in e: 0.23 0.18 -0.38 -0.20 0.22 -0.67 0.19 0.20

---

Entry 2:
ORCA calculation (wB97M-V/def2-TZVPD) on a single C22H35N3O3 molecule.

Properties
Spin multiplicity = 1
ΔE to the lowest compared entry with this formula, charge and spin = 219.1 kJ/mol
Net charge = 0
M = 389.54 g/mol
F_max = 0.01708 Eh/bohr
Structure (SMILES) = COCc1ccc(CN2CCC(N3CCC(C(=O)N4CCCC4)CC3)CC2)o1
LUMO = 0.0282 hartree

Cartesian coordinates (Å):
N1 2.4786 1.8569 1.3720
H1 -0.4286 -4.5147 -4.3709
N2 -1.4080 -4.8235 -2.5437
H2 -2.2307 -2.2513 -1.4232
H3 3.4951 4.8931 1.8023
C1 2.4917 5.0030 1.4475
H4 3.5725 0.1985 1.9003
C2 -3.1296 -5.3455 -4.0545
H5 3.0257 2.7798 -0.3911
H6 1.7933 1.2078 3.2008
H7 -0.1920 -5.0891 1.0685
O1 -1.5361 6.4648 2.0906
H8 -2.3173 -4.4894 -0.1850
O2 0.5735 -4.4467 -1.5954
C3 3.1277 0.6180 0.9916
H9 1.3115 -3.3335 0.3061
H10 0.2023 -1.8357 -1.1546
C4 1.3688 1.6032 2.2724
C5 0.3412 0.6055 1.7220
C6 1.6341 6.1136 1.6274
H11 -0.1391 1.0315 0.8404
H12 2.7285 -1.3319 0.1517
H13 -1.7338 -6.1993 -5.5133
H14 1.4990 -1.0879 2.2960
C7 -1.7494 -2.4245 -0.4581
H15 -0.6152 7.6005 0.6319
C8 0.5808 -3.0864 1.0894
C9 -0.6417 -4.4148 -1.5085
C10 -1.8805 -6.1353 -4.4377
H16 1.8551 7.0239 2.1456
H17 -3.2059 7.0469 3.0351
H18 -1.4127 6.1059 0.0554
H19 -0.7832 -0.5088 -0.4879
H20 0.8867 2.5559 2.5008
C11 2.1396 2.7174 0.2489
C12 -2.7462 7.1728 2.0572
C13 1.0424 -0.7107 1.3708
H21 -3.3525 -4.0258 -2.3257
H22 -2.4428 -2.1349 0.3340
H23 -4.0473 -5.9210 -4.1563
H24 1.0642 -3.1934 2.0641
N3 0.0845 -1.7268 0.9636
H25 -1.9356 -7.1451 -4.0296
C14 -0.7754 -5.3464 -3.7469
C15 0.4617 5.7962 1.0074
C16 -0.5825 -4.0719 1.0049
H26 0.0932 -5.9478 -3.4720
C17 2.1779 -0.4174 0.3771
H27 -1.2496 -3.8999 1.8523
H28 -3.4188 6.7807 1.2835
C18 -2.8511 -4.9558 -2.6024
H29 1.7672 -0.0293 -0.5566
H30 -3.1898 -5.7489 -1.9225
H31 -2.5781 8.2408 1.8665
C19 -1.3949 -3.9080 -0.2837
H32 1.3008 2.3453 -0.3608
H33 -3.2071 -4.4504 -4.6727
C20 -0.4998 -1.5540 -0.3518
H34 -0.4325 0.4204 2.4671
C21 1.7823 4.0846 0.7310
C22 -0.8201 6.5447 0.8728
H35 3.9384 0.8509 0.2965
O3 0.5474 4.5615 0.4650

Forces on atoms 1 to 3 (eV/Å):
0.164 0.150 -0.020
0.057 -0.100 -0.004
0.021 -0.123 -0.376

Here are the natural (NBO) charges for atoms 1 to 8, given in e: -0.43 0.19 -0.44 0.20 0.23 -0.30 0.19 -0.41

---

Entry 3:
ORCA calculation (wB97M-V/def2-TZVPD) on a single C22H35N3O3S molecule at a distorted geometry.

Properties
Spin multiplicity = 1
ΔE to the lowest compared entry with this formula, charge and spin = 52.2 kJ/mol
Net charge = 0
M = 421.61 g/mol
F_max = 0.01995 Eh/bohr
Structure (SMILES) = CCS(=O)(=O)N1CCC[C@@H](C(=O)NCCN2CCC(Cc3ccccc3)CC2)C1
LUMO = 0.0191 hartree

Cartesian coordinates (Å):
C1 2.9672 2.4017 -2.0263
H1 -1.0864 -4.2121 1.1069
C2 3.0119 1.0527 0.5298
C3 3.6501 1.0446 -1.8656
N1 0.2859 -3.0448 -0.0042
H2 1.9375 3.4446 2.7033
S1 0.6673 2.2185 0.4032
C4 3.4597 -1.1623 -0.5903
H3 -3.3012 -0.5093 2.0945
H4 1.7003 -1.5484 0.3694
C5 -4.2545 1.6945 -1.6949
N2 2.3427 2.3301 0.3837
H5 -1.9814 0.3789 1.3090
C6 -5.9469 0.2164 -0.8698
H6 0.3623 -3.6567 1.9778
H7 -0.4321 -1.3253 1.8998
H8 -1.6489 -2.3631 2.6643
C7 -3.7573 0.2155 0.1400
C8 -5.0567 -0.2721 0.0699
C9 -3.3649 1.2051 -0.7543
H9 0.5803 4.5270 0.9173
C10 -0.3849 -3.3662 1.2360
H10 3.5070 3.0200 -2.7452
N3 2.6331 -1.9014 0.1756
C11 2.6786 -3.3389 0.2867
H11 -6.2417 1.5860 -2.4892
H12 2.7280 -3.6151 1.3449
C12 0.2245 3.6428 1.4366
H13 3.8961 3.4514 -0.3704
H14 -2.1490 -1.2226 -1.4401
C13 -5.5474 1.2026 -1.7554
H15 -5.3743 -1.0402 0.7617
C14 -1.1441 -2.1340 1.7235
H16 -0.7295 -0.6457 -0.5554
H17 2.5217 0.5269 1.3485
C15 0.8548 3.4617 2.7970
H18 0.5305 2.5137 3.2187
H19 3.6237 0.4933 -2.8063
O1 4.5143 -1.5569 -1.0421
H20 0.5681 4.2658 3.4712
H21 1.8626 0.1851 -1.0414
H22 4.0566 1.2389 0.7950
H23 -2.9399 -2.4142 0.5583
C16 1.3949 -3.9058 -0.3596
C17 -1.4338 -1.4734 -0.6554
C18 2.8948 3.1397 -0.6869
C19 -2.7889 -0.3361 1.1444
H24 1.5162 -3.8872 -1.4447
C20 -2.1550 -1.6575 0.6792
O2 0.0835 2.4052 -0.8975
H25 2.2647 4.0254 -0.7823
C21 -0.6721 -2.7390 -1.0430
H26 -0.1370 -2.5711 -1.9809
H27 -0.8618 3.6555 1.4789
H28 4.6978 1.1681 -1.5834
H29 1.2453 -4.9505 -0.0506
H30 -6.9548 -0.1717 -0.9107
H31 -1.3862 -3.5692 -1.1994
H32 3.5734 -3.7029 -0.2194
C22 2.9249 0.2575 -0.7770
H33 -3.9351 2.4628 -2.3841
O3 0.3108 1.0188 1.1097
H34 1.9494 2.2546 -2.3913
H35 -2.3547 1.5884 -0.7179

Forces on atoms 1 to 3 (eV/Å):
0.115 -0.019 0.120
0.084 -0.001 0.021
-0.181 -0.651 0.197

Here are the natural (NBO) charges for atoms 1 to 8, given in e: -0.42 0.16 -0.22 -0.40 -0.48 0.23 2.31 0.69

---

Entry 4:
ORCA calculation (wB97M-V/def2-TZVPD) on a gas-phase ion, C22H35N4O3S (charge +1) at a distorted geometry.

Properties
Spin multiplicity = 1
Net charge = +1
M = 435.61 g/mol
F_max = 0.02262 Eh/bohr
Structure (SMILES) = CN1CCN(NC(=O)c2ccc(S(=O)(=O)[N@@H+]3C[C@]4(C)C[C@H]3CC(C)(C)C4)cc2)CC1
LUMO = -0.1296 hartree

Cartesian coordinates (Å):
H1 -5.4428 -3.5540 1.2229
C1 -3.2062 -1.6499 -0.3892
H2 4.8019 -1.8358 0.5489
C2 4.4477 0.1305 -0.2605
H3 -3.0349 -2.4095 -1.1531
H4 -5.1203 0.7492 1.8674
C3 0.1940 2.7536 0.4098
H5 1.7506 -1.1642 -1.9878
H6 3.4150 -3.9606 -0.5616
H7 1.7334 -3.6517 -0.9808
H8 -3.3005 0.0088 -1.7834
H9 3.8346 1.8116 -1.4963
C4 -0.1630 3.2666 -0.8243
H10 3.0243 -3.1038 -2.0485
H11 1.3279 -2.5850 1.2031
N1 -4.6564 1.7427 -0.4451
O1 -4.3299 3.7953 -1.3001
H12 6.0678 1.5553 -0.3750
H13 -4.8756 -0.7576 -1.4661
C5 3.7893 0.7789 0.9670
C6 5.9281 0.4779 -0.3470
O2 2.7392 3.4516 -0.0216
H14 3.9032 0.1963 1.8792
C7 2.3516 -2.2156 1.1963
N2 2.3624 0.9477 0.5982
H15 -2.2370 -1.3089 -0.0075
C8 3.6125 0.7508 -1.3840
H16 1.7532 0.3883 1.1972
N3 -3.9225 -2.2428 0.7172
H17 6.3632 0.0540 -1.2476
C9 -4.2487 -1.2289 1.6966
C10 1.8116 -0.9263 -0.9249
H18 -5.8522 -2.5524 -0.1813
C11 2.7382 -3.2375 -1.0082
C12 -2.0733 2.2601 0.9494
H19 4.2077 1.7736 1.1384
H20 -4.8626 -1.6739 2.4800
S1 1.9001 2.7644 0.8905
N4 -4.1345 0.5427 0.0459
H21 -3.3080 -0.8890 2.1420
C13 2.2141 0.5417 -0.8245
C14 2.7944 -1.9082 -0.2422
H22 3.7537 0.2518 -2.3386
H23 -0.4138 1.9274 2.2821
H24 -5.9602 -0.3090 0.7133
C15 -2.4549 2.7426 -0.2999
C16 -5.0383 -3.0828 0.3290
H25 0.8098 -1.0692 -0.5118
H26 4.7209 -1.7555 -1.1979
H27 6.4657 0.0815 0.5102
H28 2.4112 -1.3669 1.8734
H29 0.5936 3.6777 -1.4735
C17 -0.7368 2.2651 1.3100
H30 1.4575 1.1786 -1.2907
C18 -1.5023 3.2628 -1.1734
C19 -3.8960 2.8207 -0.7304
H31 -2.8158 1.8982 1.6399
C20 -4.9727 -0.0125 1.0995
H32 2.9817 -2.9996 1.6095
H33 -5.6154 1.7647 -0.7946
C21 -3.9253 -0.4422 -1.0089
C22 4.2521 -1.3920 -0.2822
H34 -1.8281 3.6775 -2.1151
O3 2.0859 2.8599 2.2931
H35 -4.6700 -3.8649 -0.3326

Forces on atoms 1 to 3 (eV/Å):
-0.074 -0.056 -0.008
-0.054 0.128 -0.179
0.089 -0.076 0.036

Here are the natural (NBO) charges for atoms 1 to 8, given in e: 0.21 -0.22 0.22 -0.05 0.21 0.22 -0.38 0.24